# 1
Below is a cluster of 4 separate species, C23H43N3O10PS3 in total in a non-equilibrium geometry, with properties calculated with ωB97M-V/def2-TZVPD.

Geometry (Å):
C: -6.614 1.170 4.385
O: -7.460 0.130 3.879
C: -7.322 -0.029 2.504
N: -5.914 -0.330 2.115
C: -5.277 0.603 1.391
C: -3.994 0.376 0.994
C: -3.322 -0.791 1.349
C: -1.888 -1.028 0.892
O: -1.461 -2.157 1.001
O: -1.120 -0.070 0.336
C: -0.921 1.092 1.175
C: -0.676 2.393 0.340
O: -0.187 1.960 -0.921
C: -1.958 3.215 0.160
N: -1.710 4.580 -0.330
C: -4.009 -1.733 2.094
C: -5.312 -1.487 2.452
P: -6.239 -2.793 3.415
N: -6.121 -4.148 2.640
H: -6.374 1.924 3.620
H: -7.076 1.694 5.223
H: -5.666 0.721 4.719
H: -8.012 -0.787 2.123
H: -7.610 0.926 2.040
H: -5.779 1.527 1.128
H: -3.473 1.107 0.384
H: 0.018 0.931 1.751
H: -1.708 1.222 1.933
H: 0.069 3.040 0.813
H: -0.936 1.710 -1.472
H: -2.578 3.232 1.070
H: -2.583 2.687 -0.603
H: -1.594 4.515 -1.339
H: -2.598 5.071 -0.239
H: -3.521 -2.661 2.389
H: -7.609 -2.444 3.462
H: -5.716 -2.848 4.730
H: -5.566 -4.076 1.794
C: 3.007 -2.480 -0.498
C: 3.233 -3.123 0.875
C: 3.799 -2.039 1.801
S: 3.172 -0.475 1.182
O: 4.281 0.309 0.699
O: 2.203 0.060 2.116
C: 2.304 -1.154 -0.225
H: 2.414 -3.120 -1.150
H: 3.968 -2.301 -0.985
H: 2.280 -3.484 1.269
H: 3.906 -3.976 0.814
H: 3.471 -2.172 2.830
H: 4.886 -2.003 1.760
H: 2.356 -0.457 -1.060
H: 1.266 -1.311 0.070
C: -0.931 -3.772 -4.895
C: -0.963 -2.409 -4.192
C: 0.295 -2.311 -3.320
S: 1.536 -3.343 -4.115
O: 1.836 -4.451 -3.243
O: 2.568 -2.505 -4.664
C: 0.485 -3.927 -5.439
H: -1.673 -3.835 -5.690
H: -1.143 -4.564 -4.173
H: -0.953 -1.614 -4.942
H: -1.866 -2.284 -3.595
H: 0.667 -1.291 -3.256
H: 0.121 -2.707 -2.320
H: 0.743 -4.954 -5.686
H: 0.649 -3.280 -6.301
C: 5.886 2.850 -0.628
C: 7.387 2.609 -0.433
C: 8.115 3.904 -0.816
S: 6.958 5.241 -0.498
O: 6.613 5.860 -1.753
O: 7.416 6.014 0.629
C: 5.597 4.202 0.017
H: 5.288 2.059 -0.180
H: 5.654 2.888 -1.695
H: 7.584 2.372 0.615
H: 7.742 1.769 -1.030
H: 9.011 4.059 -0.219
H: 8.368 3.925 -1.874
H: 4.657 4.642 -0.307
H: 5.625 4.133 1.104

LUMO energy	-0.2046	Ha
E_HOMO	-11.117	eV
multiplicity	1
net charge	+1

Mulliken population analysis, charges in e, atoms 1 to 2: -0.61, -0.31

---

# 2
Below is a structure of composition C23H43N4O6P2RuS, with properties calculated with ωB97M-V/def2-TZVPD.

Geometry (Å):
Ru: -0.464 0.184 -0.092
C: 3.275 -2.729 -2.221
P: 2.512 -2.204 -0.693
C: 2.791 -3.458 0.539
C: 3.282 -0.660 -0.187
C: 2.974 0.490 -1.148
P: 1.426 1.420 -0.803
C: 1.004 2.084 -2.455
C: 1.906 2.858 0.186
H: 3.063 -2.049 -3.045
H: 2.966 -3.737 -2.494
H: 4.354 -2.748 -2.050
H: 3.863 -3.652 0.623
H: 2.295 -4.383 0.240
H: 2.402 -3.137 1.505
H: 4.355 -0.874 -0.167
H: 3.003 -0.449 0.843
H: 2.869 0.109 -2.167
H: 3.809 1.193 -1.186
H: 1.309 3.129 -2.516
H: -0.064 2.037 -2.668
H: 1.527 1.527 -3.231
H: 2.679 3.442 -0.314
H: 2.273 2.545 1.165
H: 1.030 3.491 0.331
O: -2.339 -0.854 0.202
C: -2.776 -0.720 1.571
C: -1.545 -0.842 2.406
C: -1.554 -1.440 3.652
C: -0.409 -1.406 4.433
C: 0.712 -0.757 3.938
C: 0.659 -0.212 2.672
N: -0.432 -0.269 1.895
H: -3.080 -0.659 -0.389
H: -3.526 -1.471 1.810
H: -3.206 0.277 1.705
H: -2.461 -1.906 4.014
H: -0.401 -1.855 5.418
H: 1.612 -0.655 4.530
H: 1.490 0.343 2.266
C: -0.901 -3.547 -1.115
C: 0.166 -2.793 -1.862
C: -0.330 -1.855 -2.930
O: 0.940 -1.951 -0.852
H: -1.399 -4.224 -1.810
H: -1.650 -2.875 -0.705
H: -0.472 -4.149 -0.314
H: 0.881 -3.505 -2.270
H: -1.003 -1.104 -2.500
H: -0.902 -2.416 -3.670
H: 0.483 -1.350 -3.452
C: -0.687 9.413 3.533
C: -0.687 8.557 2.268
S: -1.613 7.074 2.554
O: -2.928 7.394 3.031
O: -0.803 6.119 3.283
C: -1.822 6.300 0.941
C: -2.752 5.114 1.198
N: -2.383 3.915 0.413
C: -1.619 2.920 0.906
N: -1.550 1.920 0.015
C: -2.278 2.306 -1.089
C: -2.792 3.531 -0.837
N: -3.572 4.345 -1.748
O: -3.733 5.506 -1.447
O: -3.967 3.776 -2.737
C: -1.012 2.969 2.260
H: -0.047 10.277 3.369
H: -0.300 8.856 4.385
H: -1.691 9.758 3.765
H: 0.319 8.247 1.981
H: -1.168 9.068 1.432
H: -0.823 5.989 0.631
H: -2.243 6.985 0.209
H: -3.781 5.376 0.981
H: -2.701 4.798 2.238
H: -2.437 1.695 -1.963
H: -1.765 2.773 3.028
H: -0.604 3.958 2.481
H: -0.227 2.225 2.346

LUMO energy	-0.3297	Ha
E_HOMO	-16.685	eV
multiplicity	1
net charge	+3

Mulliken population analysis, charges in e, atoms 1 to 2: 0.74, -1.41

---

# 3
Below is a cluster of 6 separate species, C23H44BrO14PS5 in total, with properties calculated with ωB97M-V/def2-TZVPD.

Geometry (Å):
O: 4.801 -7.377 5.145
C: 4.097 -6.418 5.171
O: 4.264 -5.323 4.397
C: 3.299 -4.324 4.721
C: 2.387 -5.006 5.754
P: 0.639 -5.144 5.087
O: 0.675 -6.655 4.478
Br: -0.470 -5.391 7.012
O: 3.015 -6.279 5.966
H: 2.785 -4.014 3.809
H: 3.804 -3.447 5.129
H: 2.383 -4.500 6.721
H: 0.930 -6.639 3.545
O: -0.219 -2.412 3.803
S: -1.658 -2.300 3.795
O: -2.477 -3.381 3.306
C: -2.202 -1.818 5.431
C: -2.164 -0.293 5.399
C: -2.757 0.117 4.043
C: -2.102 -0.764 2.975
H: -1.542 -2.268 6.170
H: -3.217 -2.193 5.559
H: -2.722 0.134 6.232
H: -1.131 0.053 5.474
H: -3.835 -0.052 4.047
H: -2.594 1.170 3.826
H: -2.774 -0.985 2.153
H: -1.184 -0.322 2.592
O: -3.993 2.150 -1.225
S: -2.978 1.483 -0.445
O: -3.242 1.088 0.919
C: -2.375 0.070 -1.364
C: -1.219 0.621 -2.194
C: -0.437 1.547 -1.250
C: -1.460 2.432 -0.523
H: -3.192 -0.342 -1.952
H: -2.027 -0.665 -0.639
H: -0.597 -0.175 -2.588
H: -1.612 1.195 -3.038
H: 0.118 0.947 -0.527
H: 0.285 2.158 -1.783
H: -1.150 2.681 0.488
H: -1.671 3.344 -1.073
O: -2.090 5.843 -1.821
S: -2.775 6.056 -0.568
O: -2.338 5.383 0.630
C: -2.888 7.815 -0.261
C: -4.195 8.225 -0.932
C: -5.212 7.131 -0.575
C: -4.533 5.775 -0.814
H: -2.006 8.303 -0.670
H: -2.929 7.954 0.819
H: -4.522 9.208 -0.596
H: -4.059 8.268 -2.014
H: -5.492 7.224 0.476
H: -6.123 7.218 -1.165
H: -4.858 5.009 -0.116
H: -4.663 5.422 -1.835
O: 1.719 0.223 -2.820
S: 2.828 0.904 -3.451
O: 4.022 1.192 -2.702
C: 3.248 0.032 -4.956
C: 2.372 0.683 -6.022
C: 2.434 2.193 -5.752
C: 2.219 2.400 -4.247
H: 3.064 -1.030 -4.814
H: 4.307 0.202 -5.143
H: 2.719 0.435 -7.023
H: 1.343 0.329 -5.926
H: 3.415 2.575 -6.040
H: 1.688 2.738 -6.328
H: 2.773 3.247 -3.852
H: 1.164 2.500 -3.997
O: 4.729 -3.492 -3.847
S: 3.900 -4.402 -3.095
O: 3.981 -5.821 -3.315
C: 4.075 -4.039 -1.349
C: 3.015 -2.973 -1.088
C: 1.757 -3.431 -1.838
C: 2.191 -3.857 -3.243
H: 5.093 -3.708 -1.157
H: 3.872 -4.959 -0.803
H: 2.820 -2.847 -0.024
H: 3.356 -2.015 -1.487
H: 1.309 -4.278 -1.315
H: 1.010 -2.640 -1.887
H: 1.600 -4.677 -3.643
H: 2.180 -3.020 -3.938

LUMO energy	0.0045	Ha
E_HOMO	-8.968	eV
multiplicity	1

Mulliken population analysis, charges in e, atoms 1 to 2: -0.53, 0.62